This record from the OMol25 dataset describes a molecular structure, C28H17BrCrN6O9S3Se at a distorted geometry. The level of theory is wB97M-V/def2-TZVPD.

Cartesian coordinates (Å):
Cr -0.617 0.364 -1.376
S 1.543 -0.581 -1.147
C 2.713 0.594 -1.657
C 4.052 0.230 -1.838
C 4.994 1.170 -2.219
C 4.609 2.489 -2.437
C 3.286 2.861 -2.261
C 2.329 1.924 -1.865
S 0.666 2.392 -1.636
H 4.331 -0.804 -1.673
H 6.030 0.876 -2.347
H 5.343 3.225 -2.747
H 2.974 3.885 -2.433
C 1.090 2.597 2.132
O 1.111 1.194 1.931
C 0.945 0.406 2.997
C 1.084 0.828 4.306
C 0.914 -0.089 5.339
Br 1.106 0.508 7.142
C 0.620 -1.404 5.110
C 0.470 -1.850 3.785
C 0.613 -0.948 2.714
O 0.449 -1.297 1.444
C 0.137 -3.233 3.497
N -0.165 -3.688 2.307
C -0.424 -5.029 2.446
C -0.812 -5.972 1.499
C -1.005 -7.270 1.937
C -0.817 -7.632 3.276
C -0.437 -6.703 4.230
C -0.252 -5.399 3.794
N 0.103 -4.235 4.440
H 1.998 2.940 2.638
H 0.206 2.895 2.706
H 1.035 3.033 1.136
H 1.328 1.855 4.532
H 0.479 -2.079 5.942
H 0.187 -2.255 1.391
H -0.959 -5.671 0.470
H -1.314 -8.030 1.231
H -0.977 -8.660 3.575
H -0.295 -6.981 5.267
H 0.322 -4.137 5.413
Se -1.234 -2.160 -1.006
C -1.666 -2.893 -2.601
N -1.931 -3.448 -3.582
S -2.155 0.772 1.609
C -1.224 0.596 0.402
O -2.625 5.302 -6.861
N -2.262 4.185 -6.494
O -1.940 3.307 -7.290
C -2.218 3.894 -5.104
C -1.824 2.611 -4.659
C -1.860 2.342 -3.336
C -2.251 3.310 -2.296
O -2.187 3.011 -1.103
C -2.631 4.607 -2.837
C -2.597 4.862 -4.193
N -3.012 5.688 -1.975
O -3.242 5.470 -0.799
O -3.105 6.819 -2.467
N -1.529 1.033 -2.853
O -2.454 0.404 -2.182
O -0.659 0.267 -3.447
H -1.506 1.860 -5.368
H -2.880 5.838 -4.552

As for the HOMO-LUMO gap (spin up / spin down): 0.1830 / 0.1915 hartree. The value obtained for the LUMO energy (spin up / spin down) is 3.18 / 3.18 eV. Its multiplicity is 3. As for the calculated total energy: -252990.3367 eV. The total charge is -2.

Here are the Mulliken charges for atoms 1 to 4, given in e: Cr -0.028; S -0.392; C 0.486; C -0.789

This record from the OMol25 dataset describes a molecular structure, C28H20BrN2PRuSe2. The level of theory is wB97M-V/def2-TZVPD.

Cartesian coordinates (Å):
Ru -0.032 0.168 0.074
Br 0.727 2.624 -0.181
C -0.985 3.401 0.155
C -1.220 4.733 -0.007
C -2.523 5.208 0.227
C -3.522 4.344 0.588
C -3.269 2.963 0.748
C -4.285 2.038 1.102
C -3.999 0.712 1.256
C -2.680 0.241 1.104
C -1.661 1.083 0.715
C -1.960 2.471 0.536
H -0.432 5.407 -0.314
H -2.726 6.263 0.107
H -4.528 4.709 0.753
H -5.290 2.409 1.257
H -4.778 0.011 1.523
H -2.480 -0.806 1.286
Se -0.340 -1.845 -1.101
P 0.108 -3.326 0.569
Se 2.137 -3.695 0.916
C -0.693 -2.474 1.960
C -1.881 -2.887 2.540
C -2.430 -2.153 3.591
C -1.810 -1.005 4.048
C -0.605 -0.602 3.483
C -0.041 -1.339 2.451
C -0.920 -4.743 0.136
C -0.415 -6.027 0.293
C -1.203 -7.122 -0.031
C -2.488 -6.934 -0.515
C -2.995 -5.649 -0.680
C -2.213 -4.554 -0.361
H -2.379 -3.781 2.189
H -3.349 -2.491 4.053
H -2.244 -0.439 4.861
H -0.088 0.266 3.874
H 0.981 -1.167 2.143
H 0.593 -6.161 0.665
H -0.808 -8.121 0.090
H -3.097 -7.790 -0.772
H -3.995 -5.505 -1.066
H -2.605 -3.554 -0.505
N 5.634 -1.928 -2.274
C 5.016 -1.427 -1.447
C 4.244 -0.793 -0.417
C 4.834 -0.333 0.752
C 4.024 0.267 1.702
C 2.674 0.380 1.453
N 2.096 -0.082 0.331
C 2.873 -0.659 -0.590
H 5.898 -0.443 0.907
H 4.432 0.647 2.627
H 2.013 0.857 2.167
H 2.393 -1.030 -1.483

As for the HOMO-LUMO gap (spin up / spin down): 0.2125 / 0.2295 hartree. The value obtained for the LUMO energy (spin up / spin down) is -4.90 / -4.46 eV. Its multiplicity is 2. As for the calculated total energy: -244940.3210 eV. The total charge is +1. The calculation puts the relative energy (zero: lowest compared OMol25 entry of this formula, charge and spin) at 2.431 eV.

Here are the Mulliken charges for atoms 1 to 4, given in e: Ru -0.208; Br -0.139; C 0.873; C -0.587

This record from the OMol25 dataset describes 2 unconnected molecules or ions with the total composition C28H20Cl6O3Si at a distorted geometry. The level of theory is wB97M-V/def2-TZVPD.

Cartesian coordinates (Å):
Cl 1.749 -0.098 2.877
C 3.502 4.092 0.404
Cl 4.266 2.909 -0.573
C 2.071 4.270 0.226
O 1.396 3.512 -0.547
C 1.391 5.174 1.163
Cl -0.153 5.691 0.684
C 2.013 5.579 2.318
Cl 1.129 6.609 3.416
C 3.333 5.194 2.630
Cl 4.046 5.626 4.099
C 4.110 4.477 1.661
Cl 5.684 3.941 2.052
C -4.355 -4.813 0.832
C -4.304 -4.338 -0.512
C -3.408 -3.288 -0.835
C -2.534 -2.742 0.120
Si -1.311 -1.349 -0.168
C -0.491 -1.469 -1.847
C -0.236 -2.714 -2.415
C 0.408 -2.865 -3.631
C 0.840 -1.726 -4.359
C 0.567 -0.465 -3.815
C -0.093 -0.323 -2.592
C -1.908 0.372 0.244
C -2.981 0.829 -0.567
C -3.416 2.158 -0.525
C -2.747 3.056 0.321
C -1.718 2.587 1.159
C -1.294 1.242 1.194
O -0.056 -1.651 0.922
C 1.289 -1.578 0.791
C 2.201 -0.564 1.174
C 3.603 -1.019 0.902
C 3.348 -2.329 0.178
O 1.831 -2.601 0.209
C -2.675 -3.184 1.455
C -3.545 -4.216 1.783
H -5.042 -5.610 1.091
H -4.942 -4.765 -1.244
H -3.419 -2.896 -1.863
H -0.575 -3.629 -1.879
H 0.586 -3.842 -4.049
H 1.350 -1.832 -5.306
H 0.867 0.418 -4.360
H -0.322 0.668 -2.199
H -3.437 0.118 -1.288
H -4.252 2.484 -1.180
H -3.037 4.124 0.300
H -1.199 3.312 1.783
H -0.479 0.887 1.804
H 2.243 0.628 1.158
H 3.994 -0.262 0.167
H 4.299 -1.145 1.807
H 3.599 -2.224 -0.879
H 3.894 -3.166 0.631
H -2.090 -2.694 2.248
H -3.594 -4.555 2.829

As for the HOMO-LUMO gap: 0.1293 hartree. The value obtained for the LUMO energy is -2.62 eV. As for the calculated total energy: -118512.3801 eV. The total charge is 0.

Here are the Mulliken charges for atoms 1 to 4, given in e: Cl -0.180; C 0.016; Cl -0.166; C 0.059